The ion C4H6N with charge +1, computed with ωB97M-V/def2-TZVPD.

SMILES   C=C1[C@H]2C[N@@H+]12
Relative energy (zero: lowest compared OMol25 entry of this formula, charge and spin)   83.3 kcal per mole
Total charge   +1
HOMO   -15.0 eV
Spin multiplicity   1

Element x y z (Å)
C -0.737 -0.217 0.090
C -1.925 0.315 -0.003
C 1.538 0.353 -0.381
C 0.395 -0.997 -0.177
N 0.556 0.199 0.768
H -2.449 1.105 0.465
H -2.499 -0.108 -0.817
H 2.472 -0.119 -0.483
H 1.273 1.213 -0.964
H 0.800 -1.934 -0.311
H 0.575 0.189 1.811

The Löwdin scheme yields these atomic charges, measured in e:
1. C -0.198
2. C 0.156
3. C 0.155
4. C 0.090
5. N 0.058
6. H 0.087
7. H 0.100
8. H 0.102
9. H 0.115
10. H 0.126
11. H 0.209

---

A cluster of 4 separate species, C8H24O4 in total, computed with ωB97M-V/def2-TZVPD.

SMILES   CCO.CCO.CCO.CCO
Relative energy (zero: lowest compared OMol25 entry of this formula, charge and spin)   158.9 kcal per mole
Total charge   0
HOMO   -10.0 eV
Spin multiplicity   1

Element x y z (Å)
C 15.904 24.003 18.771
C 17.025 24.847 19.615
O 16.458 25.984 20.284
H 15.332 23.346 19.420
H 16.270 23.326 18.084
H 15.235 24.709 18.245
H 17.672 25.439 18.895
H 17.572 24.407 20.165
H 17.227 26.616 20.499
C 14.725 20.610 16.101
C 15.640 19.407 15.758
O 14.824 18.169 15.890
H 14.335 20.493 17.093
H 14.069 20.772 15.306
H 15.201 21.475 16.112
H 16.577 19.535 16.233
H 16.004 19.656 14.948
H 15.482 17.396 15.603
C 16.891 29.641 20.274
C 17.804 29.003 21.350
O 18.808 28.207 20.778
H 16.225 28.882 19.706
H 17.362 30.061 19.258
H 16.187 30.465 20.559
H 17.406 28.351 22.091
H 18.265 29.863 21.717
H 19.592 28.010 21.424
C 18.793 22.323 22.983
C 17.633 21.824 22.080
O 17.237 20.596 22.672
H 19.000 23.032 22.277
H 19.351 21.381 23.065
H 18.681 22.662 23.903
H 17.904 21.910 21.149
H 16.784 22.474 22.086
H 16.411 20.530 22.260

The Löwdin scheme yields these atomic charges, measured in e:
1. C -0.026
2. C -0.223
3. O -0.125
4. H 0.055
5. H 0.017
6. H 0.079
7. H 0.133
8. H -0.029
9. H 0.079
10. C -0.048
11. C -0.257
12. O -0.102
13. H 0.079
14. H 0.063
15. H 0.011
16. H 0.102
17. H 0.011
18. H 0.142
19. C -0.097
20. C -0.333
21. O -0.132
22. H 0.078
23. H 0.112
24. H 0.071
25. H 0.104
26. H 0.081
27. H 0.153
28. C -0.026
29. C -0.296
30. O -0.039
31. H 0.037
32. H 0.098
33. H 0.022
34. H 0.050
35. H 0.109
36. H 0.048

---

A cluster of 2 separate species, C2H4NP in total, computed with ωB97M-V/def2-TZVPD.

Relative energy (zero: lowest compared OMol25 entry of this formula, charge and spin)   158.3 kcal per mole
Total charge   0
HOMO (spin up / spin down)   -6.1 / -10.2 eV
Spin multiplicity   3

Element x y z (Å)
C -0.830 -0.908 -0.411
C -0.856 0.017 -1.298
N 0.379 -0.107 -0.382
P 0.492 0.998 0.856
H -1.730 -2.076 0.544
H -1.098 0.721 -2.031
H 0.584 -0.113 1.677
H -0.939 1.052 1.233

The Löwdin scheme yields these atomic charges, measured in e:
1. C -0.255
2. C -0.031
3. N -0.367
4. P 0.752
5. H -0.006
6. H 0.082
7. H -0.104
8. H -0.072

---

A structure of composition C31H35B2ILuN2O5, computed with ωB97M-V/def2-TZVPD.

Total charge   +3
HOMO   -14.8 eV
Spin multiplicity   1

Element x y z (Å)
C 0.767 4.882 1.687
O 0.094 5.079 0.399
C -1.112 4.206 0.342
C -0.729 2.699 0.293
C -0.906 1.849 1.392
C -1.411 2.341 2.716
C -0.386 2.223 3.838
C -0.833 2.141 5.154
C 0.056 2.007 6.207
C 1.427 1.955 5.989
C 1.881 2.016 4.679
C 0.986 2.151 3.623
C -0.602 0.461 1.274
C -0.843 -0.491 2.410
C -2.051 -1.414 2.017
C -3.382 -0.739 2.367
I -1.876 -3.344 2.891
C -0.080 -0.036 0.088
C 0.114 0.781 -1.010
C -0.227 2.121 -0.928
B -0.138 3.044 -2.226
N 1.167 3.514 -2.879
O -1.290 3.446 -2.785
C 0.674 0.215 -2.258
O 1.326 0.910 -3.004
C 0.409 -1.196 -2.527
B 0.413 -1.645 -4.066
O 1.606 -2.070 -4.539
N -0.748 -1.591 -4.948
C -1.725 -2.656 -4.721
C -1.375 -0.266 -5.009
C 0.226 -2.029 -1.487
C -0.016 -3.501 -1.571
C 1.240 -4.266 -1.260
C 1.185 -5.419 -0.477
C 2.326 -6.125 -0.158
C 3.568 -5.691 -0.622
C 3.644 -4.542 -1.403
C 2.497 -3.841 -1.718
C 0.308 -1.485 -0.100
O 0.714 -2.180 0.781
H 1.442 4.010 1.574
H 1.389 5.744 1.921
H 0.085 4.740 2.514
H -1.676 4.469 1.222
H -1.741 4.477 -0.496
H -1.738 3.375 2.673
H -2.273 1.768 3.037
H -1.894 2.160 5.359
H -0.294 1.932 7.225
H 2.116 1.853 6.808
H 2.941 1.951 4.493
H 1.407 2.151 2.625
H 0.042 -1.072 2.613
H -1.123 0.020 3.318
H -2.038 -1.514 0.936
H -4.178 -1.456 2.523
H -3.312 -0.156 3.281
H -3.658 -0.084 1.541
H 2.007 3.199 -2.365
H 1.126 4.535 -3.065
H -1.301 4.323 -3.194
H 1.620 -1.911 -5.495
H -2.406 -2.691 -5.567
H -1.232 -3.625 -4.695
H -2.317 -2.519 -3.810
H -0.649 0.493 -4.721
H -2.292 -0.209 -4.417
H -1.649 -0.035 -6.037
H -0.488 -3.805 -2.501
H -0.716 -3.746 -0.770
H 0.228 -5.766 -0.115
H 2.293 -7.005 0.463
H 4.468 -6.234 -0.388
H 4.608 -4.201 -1.746
H 2.529 -2.940 -2.309
Lu 1.777 4.256 -0.886

The Löwdin scheme yields these atomic charges, measured in e:
1. C -0.034
2. O -0.332
3. C -0.057
4. C -0.095
5. C -0.074
6. C -0.077
7. C -0.243
8. C -0.022
9. C -0.033
10. C -0.040
11. C -0.058
12. C -0.080
13. C -0.039
14. C -0.171
15. C -0.781
16. C -0.138
17. I 0.964
18. C 0.019
19. C -0.032
20. C -0.041
21. B -0.633
22. N 0.081
23. O 0.250
24. C -0.286
25. O 0.127
26. C 0.066
27. B -0.538
28. O 0.221
29. N -0.087
30. C -0.055
31. C -0.047
32. C -0.061
33. C -0.047
34. C -0.175
35. C -0.009
36. C -0.027
37. C -0.018
38. C -0.037
39. C -0.004
40. C -0.256
41. O 0.167
42. H 0.053
43. H 0.124
44. H 0.123
45. H 0.128
46. H 0.142
47. H 0.109
48. H 0.118
49. H 0.128
50. H 0.123
51. H 0.119
52. H 0.111
53. H 0.088
54. H 0.103
55. H 0.099
56. H 0.063
57. H 0.067
58. H 0.074
59. H 0.086
60. H 0.004
61. H 0.108
62. H 0.151
63. H 0.141
64. H 0.104
65. H 0.097
66. H 0.095
67. H 0.075
68. H 0.097
69. H 0.104
70. H 0.129
71. H 0.134
72. H 0.125
73. H 0.121
74. H 0.121
75. H 0.116
76. H 0.104
77. Lu 2.049

---

The molecule C4H5FS, computed with ωB97M-V/def2-TZVPD.

SMILES   C/C(F)=C\C=S
Relative energy (zero: lowest compared OMol25 entry of this formula, charge and spin)   11.7 kcal per mole
Total charge   0
HOMO   -8.7 eV
Spin multiplicity   1

Element x y z (Å)
C -1.190 0.854 0.073
C -0.723 -0.523 -0.044
C 0.521 -0.963 -0.160
C 1.696 -0.083 -0.075
H -0.439 1.616 -0.002
H -1.942 1.063 -0.660
H -1.656 1.033 1.049
H 0.689 -2.070 -0.208
H 1.474 1.028 -0.233
F -1.692 -1.463 0.145
S 3.261 -0.492 0.115

The Löwdin scheme yields these atomic charges, measured in e:
1. C -0.015
2. C -0.329
3. C -0.123
4. C -0.689
5. H 0.068
6. H 0.088
7. H 0.105
8. H 0.132
9. H 0.063
10. F 0.055
11. S 0.646

---

A cluster of 2 separate species, C2H9N2O in total, computed with ωB97M-V/def2-TZVPD.

Relative energy (zero: lowest compared OMol25 entry of this formula, charge and spin)   32.9 kcal per mole
Total charge   +1
HOMO   -13.0 eV
Spin multiplicity   1

Element x y z (Å)
C 1.313 0.475 0.966
C 0.479 -0.044 0.061
N -0.773 -0.688 0.528
N 2.417 1.201 0.651
H 1.075 0.340 2.009
H 0.628 -0.002 -0.996
H -1.378 0.005 0.969
H -0.646 -1.457 1.186
H -1.347 -1.041 -0.254
H 2.691 1.238 -0.319
H 3.187 1.257 1.293
H -3.248 -0.795 -2.175
H -1.950 0.072 -2.221
O -2.447 -0.562 -1.697

The Löwdin scheme yields these atomic charges, measured in e:
1. C -0.182
2. C -0.103
3. N 0.170
4. N 0.099
5. H 0.134
6. H 0.112
7. H 0.166
8. H 0.171
9. H 0.111
10. H 0.112
11. H 0.110
12. H 0.075
13. H 0.063
14. O -0.036

---

A structure of composition C17H23EuN2O5, computed with ωB97M-V/def2-TZVPD.

Relative energy (zero: lowest compared OMol25 entry of this formula, charge and spin)   135.4 kcal per mole
Total charge   +2
HOMO (spin up / spin down)   -12.5 / -15.8 eV
Spin multiplicity   7

Element x y z (Å)
Eu -0.377 -0.055 -0.126
O -1.559 1.749 3.745
C -1.622 1.264 2.549
O -0.687 0.676 1.997
C -2.969 1.495 1.896
O -3.147 0.636 0.786
C -3.471 1.264 -0.479
C -2.110 1.102 -1.123
O -1.830 0.015 -1.701
O -1.181 1.832 -0.677
H -0.696 1.649 4.178
H -3.753 1.318 2.634
H -3.009 2.552 1.615
H -4.248 0.682 -0.962
H -3.771 2.303 -0.362
C 1.733 3.373 -1.501
C 2.508 2.449 -0.560
C 4.016 2.534 -0.846
C 2.096 0.992 -0.628
C 1.707 0.375 -1.832
C 1.483 -1.003 -1.895
C 1.648 -1.827 -0.763
C 1.501 -3.317 -0.882
C 2.056 -1.216 0.435
C 2.264 0.167 0.500
H 2.047 4.402 -1.331
H 0.661 3.319 -1.331
H 1.942 3.146 -2.548
H 2.351 2.784 0.470
H 4.234 2.245 -1.875
H 4.590 1.894 -0.175
H 4.350 3.561 -0.706
H 1.683 0.952 -2.747
H 1.281 -1.462 -2.855
H 1.551 -3.807 0.088
H 2.308 -3.717 -1.499
H 0.562 -3.582 -1.369
H 2.329 -1.835 1.281
H 2.693 0.594 1.399
N -2.565 -2.696 -0.165
C -2.910 -3.804 0.500
C -2.017 -3.952 1.542
C -1.149 -2.872 1.418
N -1.484 -2.103 0.372
H -2.999 -2.316 -0.990
H -3.748 -4.415 0.208
H -1.995 -4.733 2.282
H -0.299 -2.615 2.032

The Löwdin scheme yields these atomic charges, measured in e:
1. Eu 1.828
2. O 0.224
3. C -0.433
4. O -0.051
5. C -0.063
6. O -0.135
7. C -0.037
8. C -0.620
9. O -0.077
10. O -0.086
11. H 0.171
12. H 0.162
13. H 0.161
14. H 0.145
15. H 0.145
16. C -0.040
17. C -0.353
18. C -0.016
19. C -0.219
20. C -0.049
21. C -0.056
22. C -0.288
23. C 0.006
24. C -0.073
25. C -0.064
26. H 0.101
27. H 0.066
28. H 0.091
29. H 0.150
30. H 0.100
31. H 0.092
32. H 0.104
33. H 0.139
34. H 0.147
35. H 0.092
36. H 0.122
37. H 0.104
38. H 0.136
39. H 0.145
40. N 0.024
41. C -0.039
42. C -0.022
43. C -0.141
44. N -0.124
45. H 0.162
46. H 0.140
47. H 0.117
48. H 0.112

---

A structure of composition C21H20ClN4V, computed with ωB97M-V/def2-TZVPD.

Total charge   +2
HOMO (spin up / spin down)   -14.9 / -14.7 eV
Spin multiplicity   3

Element x y z (Å)
V 0.029 -0.308 0.246
C -3.025 2.798 3.499
C -3.879 2.633 2.411
C -3.454 1.956 1.284
C -2.159 1.449 1.265
C -1.296 1.616 2.343
C -1.731 2.292 3.470
N -1.640 0.711 0.162
N -2.336 0.652 -0.873
C -1.748 -0.109 -1.911
C -2.435 -0.217 -3.098
C -1.839 -0.923 -4.139
C -0.584 -1.469 -3.945
C 0.033 -1.326 -2.710
N -0.538 -0.668 -1.697
H -3.371 3.326 4.377
H -4.882 3.035 2.448
H -4.108 1.812 0.436
H -0.273 1.244 2.312
H -1.071 2.430 4.314
H -3.405 0.250 -3.191
H -2.347 -1.032 -5.087
H -0.078 -2.007 -4.734
H 1.009 -1.751 -2.524
Cl -2.613 -4.592 -2.464
C -1.771 -3.813 -1.187
C -2.470 -3.023 -0.287
C -1.779 -2.372 0.725
C -0.381 -2.500 0.845
C 0.345 -1.653 1.782
C 0.295 -3.339 -0.069
C -0.391 -3.999 -1.061
H -3.545 -2.939 -0.369
H -2.325 -1.801 1.469
H 1.395 -1.893 1.940
H -0.182 -1.356 2.686
H 1.364 -3.485 0.036
H 0.122 -4.661 -1.747
C 3.084 4.010 0.683
C 3.183 2.926 -0.400
C 2.149 1.911 -0.252
N 1.329 1.118 -0.114
H 3.919 4.695 0.557
H 3.143 3.578 1.680
H 2.158 4.573 0.589
H 4.145 2.409 -0.369
H 3.074 3.347 -1.403

The Löwdin scheme yields these atomic charges, measured in e:
1. V 0.880
2. C -0.024
3. C -0.028
4. C 0.009
5. C -0.235
6. C -0.033
7. C -0.039
8. N -0.065
9. N 0.162
10. C -0.285
11. C 0.049
12. C 0.008
13. C -0.002
14. C -0.079
15. N 0.013
16. H 0.125
17. H 0.125
18. H 0.120
19. H 0.093
20. H 0.122
21. H 0.137
22. H 0.135
23. H 0.132
24. H 0.132
25. Cl 0.771
26. C -0.649
27. C -0.067
28. C -0.040
29. C -0.376
30. C -0.097
31. C -0.026
32. C -0.078
33. H 0.127
34. H 0.134
35. H 0.093
36. H 0.091
37. H 0.136
38. H 0.128
39. C -0.059
40. C -0.168
41. C -0.056
42. N 0.131
43. H 0.094
44. H 0.088
45. H 0.089
46. H 0.141
47. H 0.141

---

For reference, molecular weight by record: 68.10; 184.28; 73.03; 839.13; 104.15; 77.11; 487.34; 414.82 g/mol.
For reference, DFT total energy by record: -5723.18978; -16867.81944; -12907.89412; -88977.26622; -17780.52632; -7240.92941; -50530.64618; -66257.12898 eV.
For reference, F_max by record: 5.6; 14.3; 6.4; 4.6; 2.0; 0.6; 4.9; 1.8 eV Å⁻¹.